A structure of composition C45H111CrN6O33S6, computed with ωB97M-V with the def2-TZVPD basis set.

```
202
Properties=species:S:1:pos:R:3:forces:R:3:mulliken_charge:R:1
Cr 16.8835 13.1982 19.2985 -2.54 -0.30 -1.66 -0.0797
S 9.3460 15.2218 17.1155 1.13 -2.42 3.95 0.9789
S 17.1437 20.1904 13.6768 -2.13 1.31 3.39 0.6953
S 20.7553 18.6469 21.6712 0.53 -0.56 -2.36 1.2202
S 12.6703 15.4586 12.0428 -0.72 0.14 -1.02 1.0008
S 11.3932 20.8785 14.6132 0.05 0.95 -1.59 0.8828
S 12.8882 9.1666 13.2892 0.20 -1.30 -0.54 1.0710
O 20.3565 17.6903 22.7001 0.47 2.22 -1.92 -0.6095
O 20.2514 17.8929 9.7733 -2.39 0.73 -0.02 -0.4300
O 17.3527 20.6391 15.2791 0.31 -0.63 -0.77 -0.3798
O 8.5078 15.0812 15.7991 -0.24 0.75 -0.58 -0.3745
O 18.3629 19.6407 13.1769 -1.12 0.76 -0.05 -0.3961
O 12.6592 14.9764 13.6005 -1.49 -1.96 -4.02 -0.2474
O 16.6898 15.1672 18.6329 0.31 -0.46 0.45 0.8077
O 11.1865 19.9227 15.6768 0.57 0.98 -1.91 -0.1479
O 14.2225 16.0175 12.0740 -1.94 -1.78 -2.00 -0.3932
O 21.4808 19.9350 22.2501 -2.32 0.37 1.40 -0.4176
O 11.3415 22.2997 14.9245 0.39 -2.27 -0.52 -0.6149
O 22.2396 18.1552 21.1322 -1.23 -1.29 -0.50 -0.3873
O 20.6217 20.6445 16.5300 -0.26 -0.35 0.50 -0.0685
O 15.8887 19.4534 13.7250 1.96 0.66 -1.07 -0.1081
O 13.8627 10.4877 13.1800 -2.13 -1.77 -2.46 -0.3561
O 14.7019 15.2866 22.7224 -2.49 1.58 0.58 -0.5906
O 19.8405 18.9939 20.5285 2.61 -1.02 3.48 -0.3538
O 14.9588 12.3816 19.4422 -0.41 0.30 1.02 -0.0340
O 12.3555 8.7251 11.9705 1.87 1.47 3.73 -0.5383
O 20.9244 14.6436 18.5257 -0.13 -0.13 0.87 -0.5872
O 12.7862 20.5174 13.6896 -0.32 -0.03 3.98 -0.2171
O 12.7186 19.9895 19.0467 -2.36 -1.08 0.54 -0.4733
O 9.8735 16.7693 16.9262 -0.30 -2.40 -0.39 -0.2012
O 11.9822 9.2838 14.4266 1.57 0.00 -2.00 -0.5202
O 16.8214 21.7343 13.2012 1.64 -1.02 0.01 -0.3848
O 17.4637 12.2138 17.5528 0.99 0.50 0.64 -0.1839
O 14.1919 8.1961 13.7534 -1.55 -0.53 -1.41 -0.4269
O 10.4798 14.2559 17.0634 -2.76 2.93 0.04 -0.3168
O 11.7663 16.5983 11.9282 1.22 -1.27 0.39 -0.5203
O 17.1505 11.2195 20.5230 0.84 0.76 1.01 0.8207
O 12.4800 14.3695 11.1010 0.87 1.75 1.90 -0.5878
O 10.3928 20.5860 13.3347 1.31 0.49 1.23 -0.3627
O 8.4466 15.1784 18.3092 2.39 0.31 -3.47 -0.6555
N 17.1823 16.4358 21.7517 -0.10 -1.67 -0.79 0.0529
N 19.0044 13.2815 19.7808 -0.60 0.39 0.52 0.5018
N 16.5125 13.7089 21.4813 0.50 -0.14 -0.85 1.8316
N 9.3901 18.4582 19.7018 0.12 0.27 -0.49 -0.7647
N 21.1722 16.1021 11.9621 0.50 0.00 1.45 -0.7204
N 20.4707 23.0751 17.9477 0.88 -0.79 -0.66 -0.7026
C 16.9969 11.3634 21.9458 -0.13 -1.10 0.69 -1.4068
C 17.0616 22.0258 15.5520 1.11 -1.04 0.01 0.0769
C 16.1345 16.3145 17.9618 -0.97 -2.01 0.24 0.8384
C 17.1302 12.7790 22.3870 0.92 0.42 -0.08 2.2942
C 21.7919 21.2664 16.9829 1.04 0.67 -0.96 -0.7130
C 13.6944 15.5038 14.3110 1.10 3.03 1.03 0.8500
C 17.4956 11.9971 16.1629 -1.33 -0.55 -0.04 1.2208
C 13.3186 20.5255 17.9342 0.91 0.64 -0.43 -0.4558
C 12.6730 20.8512 12.3659 -2.98 -0.45 -1.17 -0.3376
C 17.2809 9.9124 19.9982 -0.50 -0.46 -0.33 -0.7903
C 11.1408 20.4295 12.1003 0.64 0.16 -0.55 -0.3417
C 16.3463 22.4850 14.3680 -2.18 0.42 -2.16 -0.2488
C 8.9149 16.0752 14.8046 -0.44 -0.20 0.33 -0.1410
C 9.4263 17.2331 15.6321 0.81 1.72 0.73 0.0623
C 16.1015 17.1638 22.3363 0.72 2.70 1.53 -0.2529
C 20.1094 15.3101 19.4649 -0.88 1.45 0.31 -0.3694
C 20.4985 19.2336 16.6686 -0.81 0.18 -0.19 -0.5330
C 14.4768 16.5075 13.3434 -0.12 -0.14 1.60 0.9682
C 16.9184 16.6451 16.6831 -0.50 -0.04 0.28 -0.4434
C 23.0443 19.2351 20.6465 -0.53 -0.43 0.23 -0.0097
C 19.6274 14.3722 20.5582 0.84 -0.08 -0.51 0.8338
C 18.8268 15.9357 12.7322 0.88 0.33 -0.64 -0.8180
C 22.5626 20.4218 21.4907 0.56 0.19 -0.55 -0.2019
C 14.7268 16.5773 22.0874 1.45 -0.73 -0.88 0.6034
C 14.9282 10.3400 14.0503 1.04 1.52 2.50 0.0580
C 13.6666 11.8176 19.1589 1.00 0.39 -1.07 -0.0110
C 11.4645 17.1561 19.9946 0.39 -0.27 -0.53 -0.2072
C 12.3795 12.5428 19.6188 1.37 0.76 -0.54 -1.1525
C 15.2929 8.8768 14.3808 -2.35 0.80 -0.34 -0.0177
C 17.1707 13.2308 15.3316 -0.64 -0.03 0.71 0.4902
C 10.8223 18.5378 19.8392 1.97 0.63 0.71 0.0532
C 14.5964 16.0606 17.6115 1.69 -0.64 0.94 0.7308
C 22.7807 23.5507 17.3894 0.48 0.01 -0.04 -1.4338
C 20.6988 13.6717 21.3208 1.02 0.48 1.52 -2.0055
C 13.4973 14.5756 22.3236 1.25 -0.96 -0.34 -0.8271
C 16.7565 13.0993 23.8118 -0.52 -1.04 1.12 -1.8568
C 18.6478 11.2922 15.4619 0.78 -0.23 1.85 -1.9395
C 19.7582 19.1070 9.1168 1.60 -0.37 0.60 -0.6873
C 19.5034 17.7152 11.0179 1.21 -0.81 0.23 -0.2758
C 21.5607 22.7849 16.9868 -0.04 -0.56 0.72 0.7039
C 13.6703 11.5690 17.6638 -0.70 1.03 -0.97 -0.7535
C 19.8061 16.2786 11.5852 -1.53 0.55 -1.80 0.2680
C 20.8818 15.0878 17.1843 1.06 -0.13 -0.04 -0.2676
C 11.4081 19.4286 18.6580 1.16 -1.68 1.64 -0.3672
C 16.3231 18.5684 21.7365 -1.92 0.22 0.05 -1.2600
H 17.7767 16.0377 12.4587 0.09 0.38 -0.23 0.1477
H 22.8568 19.3815 19.5828 0.04 0.01 0.03 -0.0933
H 21.1562 12.8428 20.7806 0.55 0.38 -0.07 0.4776
H 18.2103 12.9254 22.3886 0.18 0.52 -0.45 -0.9149
H 15.2840 22.2618 14.2689 -0.22 0.10 1.06 -0.0928
H 14.4862 10.8337 14.9158 1.04 -0.03 0.76 -0.0117
H 15.1133 8.6722 15.4362 0.87 0.20 0.09 0.2280
H 13.9889 16.9173 17.3198 0.39 0.11 -0.64 0.3816
H 9.6349 15.6244 14.1215 0.16 0.08 0.25 0.1612
H 16.9080 14.5838 21.7946 0.64 1.08 -0.77 -0.3615
H 19.6176 15.5662 10.7820 -0.15 0.10 -0.32 0.3747
H 15.6035 13.9151 21.8701 -0.68 -0.58 -0.85 -0.3651
H 16.4873 22.1540 16.4696 0.06 -0.32 -0.04 0.3120
H 13.5827 13.6044 22.8109 0.07 -0.16 -0.20 0.2887
H 14.7075 15.2282 16.9165 -0.77 0.17 -0.41 -1.1777
H 16.2832 17.3215 16.1111 0.33 0.55 -0.15 0.3390
H 17.7807 10.8976 22.5430 0.49 -0.79 -0.54 0.4382
H 23.2938 20.7395 22.2340 -0.05 0.21 -0.28 0.2853
H 18.4311 17.9109 11.0113 -0.29 -0.28 -1.03 0.3341
H 18.8256 10.3647 16.0061 0.20 -0.22 -0.02 0.4162
H 18.2821 11.0137 14.4735 0.50 0.35 -0.21 0.3779
H 21.1499 18.6572 16.0118 0.53 0.17 0.14 0.3551
H 16.2816 13.6684 15.7856 0.21 0.57 0.16 -0.6912
H 10.9887 19.3814 11.8423 0.50 0.04 -0.20 0.2098
H 12.4177 13.5104 19.1185 -0.63 0.21 -0.08 -0.0252
H 11.5337 11.9317 19.3037 -0.11 0.27 -0.05 0.5643
H 19.8292 18.4878 11.7143 0.50 -0.04 0.28 0.0740
H 19.4993 12.4951 20.1765 -1.35 -1.10 0.12 0.1155
H 17.3050 12.4643 24.5075 0.50 0.16 0.08 0.5042
H 14.2874 20.9226 18.2372 0.08 0.08 0.09 0.2271
H 20.5328 16.1907 19.9479 0.87 0.07 -0.22 0.4389
H 13.6638 12.4886 17.0786 0.14 0.70 0.25 -0.0331
H 11.2723 16.7588 20.9913 -0.58 -0.07 0.02 0.4387
H 8.7313 18.0108 15.9486 -0.69 -0.22 -0.80 0.2417
H 20.0370 14.7663 16.5751 -0.39 -0.14 0.43 -0.0542
H 14.1248 17.5389 13.3625 0.09 0.01 0.57 -0.2873
H 11.1806 18.8996 20.8030 -0.67 1.42 0.03 0.4759
H 14.6403 16.4069 21.0143 -0.01 -0.15 -0.50 -0.7470
H 19.4900 18.9922 16.3328 -0.09 0.15 -0.04 0.0207
H 13.0392 16.0496 14.9899 1.56 0.34 1.31 -0.1834
H 9.0287 17.7385 20.3112 -0.10 -0.11 0.25 0.3972
H 24.0854 18.9605 20.8165 -0.16 0.00 0.01 0.3291
H 15.5563 16.4392 13.4774 -0.15 0.21 0.26 -0.2094
H 21.2801 16.7119 12.7599 0.52 0.01 0.46 0.2104
H 17.8957 17.0660 16.9193 -0.04 0.25 -0.06 0.0601
H 13.4249 10.8153 19.5125 1.29 -0.66 1.01 0.0877
H 20.2754 19.2569 8.1692 0.07 -0.48 -0.03 0.2996
H 12.7911 21.9159 12.1648 0.16 0.08 0.14 0.2904
H 16.7952 11.1827 15.9779 -1.37 0.21 -0.04 -0.4031
H 12.4790 14.8939 22.5471 0.32 1.11 0.38 0.3821
H 19.9266 23.8619 17.6237 -0.33 -0.14 0.03 0.2610
H 16.4329 9.3167 20.3362 -0.10 -0.11 -0.15 0.2784
H 16.9005 13.0719 14.2877 0.30 -0.44 -0.16 0.7069
H 20.1084 19.9232 9.7488 -0.44 0.40 0.09 0.2972
H 21.7850 14.6119 16.8024 -0.08 0.25 -0.56 0.3142
H 10.7143 20.1661 18.2547 0.04 0.27 0.45 0.5228
H 11.0974 16.4545 19.2456 0.22 -0.21 -0.02 -0.2186
H 16.8973 14.1499 24.0658 0.22 -0.07 -0.18 0.2932
H 15.7945 10.9034 13.7034 -0.27 0.05 -0.25 0.2788
H 13.5119 19.7806 17.1623 -0.11 -0.16 -0.28 0.1246
H 14.0690 15.6562 18.4754 0.25 -0.16 0.23 -0.6923
H 20.9929 16.1699 17.1137 -0.04 0.14 0.05 0.1673
H 18.0591 13.8606 15.3787 -0.24 0.47 0.00 -0.5715
H 19.9935 22.1941 17.8202 -1.47 0.32 0.51 0.3080
H 11.6096 18.6980 17.8745 0.04 0.06 -0.45 0.0132
H 10.2693 17.7788 15.2081 -0.01 -0.34 -0.32 -0.0534
H 17.3046 9.9762 18.9104 -0.43 0.40 0.05 -0.0848
H 19.5704 11.8679 15.5361 0.20 0.06 -0.68 0.3765
H 19.0956 16.6684 13.4931 -0.41 -0.36 0.72 0.1370
H 16.9385 16.6765 20.8016 0.84 -1.09 -1.16 -0.4109
H 20.2644 13.2535 22.2289 -0.16 -0.29 -0.01 0.3924
H 12.7379 11.1259 17.3139 0.16 -0.83 -0.03 0.5815
H 23.6677 23.1647 16.8870 0.09 0.41 -0.40 0.3696
H 9.3720 18.0265 18.7888 -1.02 -0.18 -0.41 0.1977
H 16.1029 10.9185 22.3828 -0.68 -0.17 -0.83 0.4224
H 13.3631 20.2531 11.7708 -0.07 -0.01 0.16 0.3123
H 12.7262 21.3468 17.5311 -0.07 0.14 -0.31 0.3903
H 16.2648 8.5793 13.9869 -0.34 -0.32 -0.04 0.2715
H 16.4517 23.5624 14.2412 0.33 -0.15 -0.57 0.3977
H 18.0079 22.5639 15.6059 0.15 -0.13 0.33 0.1173
H 23.0045 23.4665 18.4528 -0.35 0.03 0.10 0.2735
H 22.2502 20.9343 17.9144 -0.79 -0.30 0.73 -0.1018
H 14.6037 11.1064 17.3430 -0.22 -0.63 0.20 -0.1200
H 12.5539 17.1929 20.0010 0.15 0.16 -0.55 -0.3111
H 16.2463 17.2686 23.4116 -0.05 -0.28 0.27 0.4160
H 22.5537 24.5884 17.1448 0.63 0.14 0.10 0.3600
H 8.0285 16.3755 14.2460 0.01 -0.22 0.10 0.3058
H 15.6203 19.2906 22.1520 0.26 0.38 0.19 0.5087
H 19.1012 14.9216 21.3388 -0.97 -0.04 -0.71 -0.2851
H 16.0442 18.5123 20.6843 0.12 0.04 -0.32 0.2485
H 16.1649 17.1605 18.6484 0.24 0.35 0.15 -0.7219
H 20.5316 18.9057 17.7076 0.44 0.04 0.16 0.2109
H 19.2241 15.6961 18.9597 -0.38 -0.12 -0.11 -0.1837
H 12.3243 12.7354 20.6902 0.12 -0.32 0.05 0.1824
H 21.3948 14.4079 21.7228 0.59 -0.20 -0.26 0.3800
H 17.0905 15.7895 16.0302 -0.16 -0.26 0.34 -0.4417
H 15.7339 12.8504 24.0956 -0.41 0.13 -0.50 0.3148
H 18.1936 9.3624 20.2276 0.34 0.39 0.73 0.2800
H 18.9295 14.8900 13.0223 0.40 0.20 0.39 0.2745
H 13.9276 17.2900 22.2912 -0.16 -0.23 0.84 0.6489
H 13.6093 14.4617 21.2454 -0.41 -0.30 -0.15 0.0918
H 22.6091 21.0796 16.2862 0.15 -0.06 -0.49 0.4005
H 17.3634 18.8901 21.7842 -0.20 0.02 0.31 0.2033
H 19.6478 13.4034 19.0118 -0.63 -0.50 -1.66 0.3643
H 18.6877 19.1772 8.9236 -0.10 -0.44 0.35 0.2426
H 22.2360 21.2141 20.8172 0.00 0.26 0.37 0.2537
H 14.4050 14.7909 14.7291 -0.51 -0.24 0.06 -0.3522
H 18.0920 16.8556 21.8791 -0.06 0.39 0.53 -0.0951
H 21.8738 16.4142 11.3060 -0.39 0.02 -0.55 0.3279
H 21.3036 23.0429 15.9595 -0.16 0.08 -0.18 0.2583
H 10.7136 21.0729 11.3311 -0.21 -0.02 0.23 0.2946
```
Forces are in eV/Å.

Calculated values
Net charge = 0
HOMO (alpha / beta) = -7.5 / -7.5 eV
Multiplicity = 4
Energy = -218390.1710 eV
Orbital gap (alpha / beta) = 7.50 / 7.44 eV
Energy relative to the best compared isomer or geometry (same formula, charge and spin) = 161.87 kcal per mole
Lowest unoccupied orbital energy (alpha / beta) = -0.02 / -0.02 eV